Entry 1:
The following is a quantum chemistry calculation of a cluster of 6 separate species, C44H90BBrN4O21 in total, from the Open Molecules 2025 dataset.

XYZ file:
```
161
Properties=species:S:1:pos:R:3:lowdin_charge:R:1
C 5.610 -4.477 -3.124 -0.100
C 5.026 -4.687 -1.703 -0.229
C 4.425 -3.374 -1.145 -0.192
C 3.030 -3.216 -1.749 -0.189
N 2.363 -2.049 -1.161 0.035
N 1.423 -1.406 -2.030 -0.020
C 0.086 -1.972 -1.650 -0.048
C -1.039 -1.593 -2.625 -0.193
C -0.819 -2.463 -3.882 -0.114
C -2.040 -2.637 -4.825 -0.178
C -2.688 -4.018 -4.720 -0.190
C -1.801 -5.153 -5.232 -0.280
N -1.684 -5.207 -6.711 -0.008
C -2.294 -2.216 -1.907 -0.616
O -3.455 -2.036 -2.337 0.003
O -2.000 -2.984 -0.945 -0.055
C -1.082 -0.029 -2.801 -0.172
O -2.264 0.389 -2.169 -0.098
C -3.055 1.460 -2.601 -0.241
C -4.319 0.983 -3.367 -0.043
B -0.907 0.343 -4.356 -0.597
O -1.950 0.802 -5.144 0.156
O 0.303 0.108 -5.014 0.037
C 0.289 0.472 -6.393 -0.225
C 1.668 0.236 -7.013 -0.071
C 0.090 0.770 -2.065 -0.288
N 0.159 2.019 -2.901 0.098
C -0.303 1.350 -0.665 -0.099
C -0.302 0.449 0.582 -0.137
C -1.631 -0.248 0.931 -0.239
O -2.760 0.524 0.563 -0.068
C 1.476 0.082 -1.997 -0.206
C 2.603 0.691 -2.863 -0.556
Br 3.470 2.108 -1.765 0.773
C 3.762 -0.237 -3.270 -0.280
C 3.511 -1.074 -4.547 -0.074
H 4.937 -4.882 -3.880 0.071
H 6.548 -5.025 -3.210 0.069
H 5.821 -3.427 -3.333 0.061
H 5.800 -5.073 -1.046 0.105
H 4.194 -5.388 -1.787 0.101
H 4.402 -3.369 -0.053 0.108
H 5.110 -2.582 -1.466 0.102
H 3.150 -3.178 -2.836 0.109
H 2.484 -4.103 -1.423 0.125
H 3.064 -1.408 -0.808 0.123
H 1.572 -1.701 -3.003 0.145
H 0.229 -3.048 -1.701 0.132
H -0.159 -1.781 -0.616 0.110
H 0.108 -2.274 -4.438 0.108
H -0.668 -3.480 -3.498 0.111
H -1.667 -2.506 -5.852 0.106
H -2.788 -1.864 -4.642 0.099
H -3.042 -4.173 -3.699 0.114
H -3.575 -4.003 -5.366 0.115
H -2.265 -6.094 -4.923 0.101
H -0.797 -5.138 -4.803 0.100
H -2.484 -4.719 -7.097 0.055
H -0.848 -4.689 -6.955 0.049
H -3.443 1.968 -1.713 0.115
H -2.601 2.252 -3.206 0.109
H -4.433 1.594 -4.268 0.069
H -4.253 -0.055 -3.678 0.064
H -5.211 1.191 -2.775 0.060
H -2.376 0.091 -5.635 0.116
H -0.397 -0.141 -6.981 0.123
H 0.081 1.531 -6.541 0.129
H 2.435 0.749 -6.436 0.064
H 1.886 -0.833 -7.048 0.075
H 1.655 0.585 -8.046 0.082
H 0.924 2.606 -2.570 0.049
H -0.649 2.586 -2.658 0.088
H 0.477 2.100 -0.474 0.110
H -1.222 1.931 -0.675 0.114
H -0.080 1.096 1.437 0.110
H 0.519 -0.274 0.589 0.097
H -1.645 -0.339 2.028 0.112
H -1.670 -1.279 0.571 0.088
H -3.467 -0.090 0.343 0.104
H 1.798 0.309 -0.978 0.097
H 2.259 1.209 -3.751 0.085
H 4.171 -0.830 -2.457 0.076
H 4.574 0.436 -3.547 0.086
H 3.894 -0.586 -5.437 0.072
H 2.457 -1.305 -4.716 0.054
H 4.043 -2.020 -4.420 0.059
C -0.057 2.849 7.838 -0.060
C 0.172 3.886 6.760 -0.220
O -0.067 3.349 5.450 -0.009
C -1.350 3.228 5.106 -0.631
O -2.297 3.542 5.777 0.132
O -1.398 2.688 3.889 -0.003
C -2.721 2.418 3.408 -0.023
H 0.535 1.955 7.638 0.084
H 0.219 3.246 8.814 0.081
H -1.103 2.545 7.873 0.076
H 1.215 4.201 6.767 0.124
H -0.440 4.775 6.921 0.129
H -3.350 3.304 3.463 0.099
H -3.165 1.602 3.977 0.105
H -2.632 2.113 2.369 0.072
C 7.162 -1.980 6.184 -0.066
C 7.058 -1.150 4.922 -0.211
O 6.371 -1.858 3.879 0.036
C 5.045 -1.899 3.996 -0.611
O 4.391 -1.395 4.869 0.131
O 4.563 -2.616 2.977 0.004
C 3.145 -2.814 3.029 -0.019
H 7.615 -2.949 5.967 0.082
H 7.767 -1.465 6.930 0.081
H 6.178 -2.169 6.611 0.074
H 8.054 -0.942 4.533 0.121
H 6.574 -0.192 5.110 0.124
H 2.616 -1.869 3.133 0.106
H 2.892 -3.482 3.851 0.078
H 2.847 -3.280 2.092 0.090
C 3.971 9.421 3.141 -0.067
C 3.013 9.515 4.309 -0.214
O 1.780 8.835 4.038 0.037
C 1.824 7.507 4.144 -0.611
O 2.785 6.852 4.458 0.122
O 0.623 7.027 3.834 0.021
C 0.546 5.595 3.827 -0.012
H 3.492 9.773 2.226 0.081
H 4.861 10.022 3.328 0.079
H 4.281 8.391 2.970 0.074
H 2.745 10.556 4.485 0.121
H 3.460 9.133 5.227 0.123
H 0.909 5.186 4.754 0.066
H 1.116 5.198 2.988 0.112
H -0.498 5.328 3.699 0.097
C 0.985 -5.363 7.031 -0.062
C 1.918 -4.846 5.957 -0.223
O 1.483 -5.237 4.646 0.012
C 0.466 -4.529 4.147 -0.636
O -0.081 -3.604 4.687 0.128
O 0.166 -5.025 2.950 0.004
C -0.966 -4.405 2.321 -0.019
H 0.858 -6.442 6.938 0.083
H 1.382 -5.137 8.021 0.081
H -0.001 -4.910 6.945 0.076
H 2.907 -5.283 6.084 0.124
H 2.029 -3.763 6.010 0.121
H -0.846 -3.324 2.278 0.086
H -1.880 -4.664 2.851 0.103
H -1.025 -4.789 1.307 0.092
C -7.637 2.359 0.052 -0.063
C -8.441 1.496 -0.898 -0.206
O -9.755 2.037 -1.106 0.039
C -9.822 3.072 -1.940 -0.613
O -8.901 3.570 -2.533 0.122
O -11.094 3.472 -2.000 0.005
C -11.302 4.635 -2.802 -0.043
H -8.184 2.512 0.984 0.082
H -6.677 1.894 0.277 0.075
H -7.447 3.344 -0.375 0.074
H -8.584 0.509 -0.463 0.124
H -7.930 1.360 -1.851 0.118
H -10.884 4.506 -3.798 0.095
H -10.864 5.508 -2.319 0.098
H -12.376 4.776 -2.883 0.092
```

Entry 2:
The following is a quantum chemistry calculation of a cluster of 4 separate species, C44H90N4O15P in total, from the Open Molecules 2025 dataset.

XYZ file:
```
154
Properties=species:S:1:pos:R:3:lowdin_charge:R:1
C 3.526 -4.831 -2.012 0.040
C 4.168 -5.438 -0.887 -0.116
C 3.420 -6.086 0.396 -0.266
C 3.610 -7.658 0.106 -0.157
C 3.224 -8.202 -1.349 -0.161
C 2.336 -9.577 -1.247 -0.177
C 0.899 -9.472 -1.959 -0.171
C -0.327 -9.570 -0.885 -0.233
O -1.630 -9.584 -1.516 -0.212
C -2.536 -8.624 -0.920 -0.129
C 4.233 -5.950 1.829 -0.326
P 6.062 -5.429 1.804 0.914
N 7.014 -6.545 0.771 -0.188
O 6.193 -3.845 1.089 -0.317
N 3.346 -5.461 2.983 -0.059
C 3.640 -4.147 3.590 -0.143
C 2.768 -3.672 4.848 -0.218
N 1.707 -2.725 4.383 -0.013
C 1.981 -5.848 2.397 -0.139
C 0.653 -5.806 3.285 -0.108
C -0.555 -4.861 2.851 -0.183
C -1.236 -4.014 4.082 -0.213
C -2.833 -4.155 4.140 -0.214
C -3.593 -3.883 2.750 -0.220
C -3.855 -2.321 2.419 -0.232
C -3.474 -1.957 0.867 -0.138
C 1.931 -5.498 0.786 -0.252
C 2.008 -3.898 0.740 0.012
C 1.178 -3.136 -0.374 -0.293
O 1.795 -2.288 -1.106 0.048
O -0.228 -3.258 -0.620 0.017
C -0.478 -2.534 -1.875 -0.338
C -0.954 -0.990 -1.916 0.007
O -0.297 -3.077 -3.006 0.070
O 0.763 -6.238 0.401 0.022
C 0.526 -6.288 -0.984 -0.199
N 0.171 -6.055 -2.125 0.244
H 2.606 -5.316 -2.498 0.071
H 3.956 -3.840 -2.399 0.097
H 5.324 -5.513 -0.946 0.111
H 3.109 -8.333 0.912 0.120
H 4.748 -7.869 0.230 0.117
H 2.730 -7.464 -2.063 0.085
H 4.198 -8.543 -1.883 0.126
H 2.163 -9.920 -0.169 0.099
H 2.902 -10.440 -1.774 0.117
H 0.735 -8.539 -2.598 0.089
H 0.741 -10.379 -2.665 0.124
H -0.275 -8.748 -0.086 0.096
H -0.175 -10.583 -0.333 0.135
H -3.641 -8.901 -1.103 0.103
H -2.407 -7.567 -1.388 0.091
H -2.409 -8.489 0.213 0.087
H 4.333 -7.063 2.155 0.129
H 7.719 -5.908 0.338 0.053
H 7.547 -7.208 1.376 0.052
H 5.287 -3.498 0.927 0.028
H 3.505 -6.143 3.744 0.191
H 3.658 -3.250 2.853 0.137
H 4.732 -4.190 3.989 0.134
H 3.481 -3.039 5.515 0.133
H 2.388 -4.514 5.528 0.123
H 1.383 -2.115 5.149 0.095
H 2.041 -2.087 3.648 0.075
H 2.162 -7.002 2.318 0.159
H 0.842 -5.612 4.416 0.107
H 0.225 -6.888 3.291 0.139
H -1.424 -5.538 2.479 0.114
H -0.375 -4.116 2.011 0.094
H -0.918 -2.916 3.882 0.094
H -0.723 -4.284 5.089 0.105
H -3.229 -3.436 4.953 0.121
H -3.055 -5.262 4.419 0.118
H -4.593 -4.467 2.802 0.118
H -3.048 -4.318 1.823 0.092
H -3.203 -1.631 3.058 0.101
H -4.981 -2.126 2.545 0.107
H -4.243 -1.191 0.460 0.081
H -2.398 -1.527 0.802 0.062
H -3.466 -2.890 0.190 0.071
H 1.648 -3.511 1.777 0.117
H 3.094 -3.494 0.678 0.132
H -2.111 -0.968 -1.894 0.100
H -0.637 -0.540 -2.924 0.099
H -0.507 -0.347 -1.085 0.091
C 1.472 0.371 -7.393 -0.109
O 0.759 1.590 -7.293 -0.205
C -0.610 1.391 -6.951 -0.192
C -1.166 2.619 -6.236 -0.181
O -0.770 2.706 -4.866 -0.148
C 0.596 3.069 -4.632 -0.169
C 0.889 4.537 -4.926 -0.190
O 1.019 4.747 -6.329 -0.198
C 0.652 6.060 -6.714 -0.097
H 1.074 -0.240 -8.210 0.089
H 2.518 0.604 -7.600 0.089
H 1.424 -0.181 -6.449 0.083
H -0.721 0.513 -6.301 0.123
H -1.162 1.225 -7.883 0.128
H -2.257 2.529 -6.217 0.127
H -0.937 3.540 -6.775 0.119
H 1.278 2.402 -5.161 0.118
H 0.761 2.902 -3.563 0.123
H 1.840 4.823 -4.462 0.129
H 0.085 5.157 -4.512 0.092
H -0.386 6.266 -6.435 0.071
H 0.737 6.134 -7.799 0.092
H 1.319 6.794 -6.253 0.091
C -5.676 7.451 0.254 -0.106
O -4.764 7.630 -0.814 -0.205
C -3.819 8.665 -0.553 -0.190
C -2.531 8.422 -1.334 -0.171
O -1.694 7.422 -0.750 -0.146
C -2.144 6.071 -0.888 -0.170
C -1.996 5.524 -2.304 -0.189
O -3.043 6.011 -3.138 -0.192
C -2.653 6.100 -4.497 -0.104
H -6.286 8.348 0.392 0.089
H -6.327 6.610 0.008 0.088
H -5.141 7.210 1.179 0.086
H -3.588 8.713 0.519 0.119
H -4.271 9.612 -0.870 0.128
H -1.943 9.345 -1.303 0.126
H -2.728 8.211 -2.385 0.118
H -3.160 5.954 -0.509 0.120
H -1.494 5.483 -0.232 0.122
H -2.073 4.431 -2.286 0.128
H -1.015 5.810 -2.703 0.115
H -1.793 6.769 -4.606 0.078
H -3.486 6.517 -5.064 0.095
H -2.413 5.108 -4.890 0.078
C 1.061 7.796 2.296 -0.107
O 0.443 8.851 3.010 -0.203
C -0.584 9.488 2.254 -0.189
C -1.620 10.116 3.182 -0.172
O -2.531 9.167 3.740 -0.137
C -2.001 8.312 4.757 -0.175
C -1.761 9.024 6.084 -0.196
O -0.560 9.787 6.030 -0.208
C -0.597 10.913 6.889 -0.110
H 1.574 8.181 1.410 0.089
H 1.791 7.322 2.954 0.086
H 0.320 7.043 2.008 0.082
H -1.081 8.765 1.594 0.110
H -0.110 10.268 1.646 0.129
H -2.238 10.793 2.583 0.126
H -1.152 10.723 3.959 0.118
H -1.109 7.789 4.407 0.117
H -2.769 7.549 4.920 0.124
H -1.643 8.283 6.883 0.124
H -2.620 9.666 6.312 0.127
H -1.430 11.571 6.622 0.087
H 0.334 11.469 6.764 0.089
H -0.685 10.594 7.932 0.087
```

Computed properties:
* energy relative to the best compared isomer or geometry (same formula, charge and spin): 291.39 kJ/mol
* total charge: +1

Number 1: energy -6128.480560 a.u., HOMO -7.877 eV. Number 2: energy -3418.619865 a.u., HOMO -10.093 eV.